# 1
Computed, not measured: the molecule C18H25NO5, with the ωB97M-V functional and the def2-TZVPD basis.

- ΔE to the lowest compared entry with this formula, charge and spin: 3.1 kcal/mol
- Highest occupied orbital energy: -8.7 eV
- DFT total energy: -1131.932666 Ha
- SMILES: CCCC[C@H](CCC(=O)Nc1ccccc1C(=O)OCC)C(=O)O
- HOMO-LUMO gap: 8.962 eV

Geometry as XYZ:
```
49
Properties=species:S:1:pos:R:3:forces:R:3
O 1.963562 -0.466686 2.680705 0.0 0.2 0.3
O 1.095982 -0.001006 0.682559 0.1 0.0 0.1
O -2.779497 1.441373 -4.401077 0.3 0.6 -0.4
O -4.039083 -0.196938 -3.570733 -0.1 -0.1 0.1
O -1.678080 3.936599 -0.115716 -0.2 0.2 0.1
N -0.130968 2.330818 0.395264 0.3 -0.5 -0.1
C 1.003059 3.113101 4.338931 0.0 0.0 0.1
C -1.702887 -1.519845 -2.579153 0.2 0.2 -0.1
C -1.052557 2.943809 -0.406862 0.1 -0.1 -0.4
C 2.325894 -1.753436 2.179114 0.1 -0.5 -0.3
C 1.095321 -3.968112 -1.457268 -0.3 -0.1 0.0
C -2.978059 0.362480 -3.630251 0.0 -0.2 0.0
C 3.041653 -2.511609 3.279897 -0.2 0.4 -0.2
C -1.729219 0.796411 -1.545270 0.2 0.1 -0.3
C -0.130798 3.796366 2.331911 -0.1 0.2 -0.1
C 0.222233 2.600750 1.703411 0.1 0.0 0.3
C -1.734209 -0.012227 -2.856843 -0.3 -0.2 0.1
C 1.336263 0.343983 1.830248 -0.1 -0.2 -0.3
C 1.352599 1.924268 3.737478 0.0 0.0 -0.1
C -1.195250 2.218316 -1.735427 -0.2 0.1 0.1
C -0.307239 -2.006705 -2.194780 -0.4 -0.2 0.0
C -0.302670 -3.489259 -1.829713 0.3 0.2 0.0
C 0.254453 4.045745 3.632009 0.1 -0.2 0.0
C 0.971643 1.641658 2.422591 -0.1 0.3 0.2
H -0.979254 -3.654008 -0.988194 -0.1 0.0 0.0
H -0.676692 -4.074333 -2.672823 -0.1 0.0 0.0
H 1.415941 -2.276268 1.861885 0.2 0.1 0.0
H 2.967582 -1.622907 1.299926 -0.1 0.0 0.1
H -1.864764 2.796197 -2.372507 0.1 0.0 0.1
H 1.485699 -3.385855 -0.625194 0.1 0.1 0.1
H -2.414232 -1.748916 -1.784099 -0.1 0.0 0.0
H -2.035090 -2.053251 -3.472355 -0.1 -0.1 0.0
H -0.713549 4.516357 1.781981 0.0 0.0 0.0
H 0.282105 1.464892 0.048444 -0.2 0.2 0.1
H 1.306861 3.315832 5.354318 0.0 0.0 0.1
H -0.213393 2.177468 -2.213157 0.0 0.0 0.0
H 1.927996 1.188829 4.277003 0.0 0.0 0.0
H -0.866068 0.272108 -3.458175 0.0 0.0 0.0
H 1.079647 -5.016514 -1.168461 0.1 -0.1 0.0
H 0.074702 -1.437159 -1.345567 0.1 0.1 0.0
H -1.107723 0.259930 -0.828430 0.0 0.0 0.0
H 3.322849 -3.496742 2.919601 0.0 -0.1 0.0
H 2.390729 -2.620810 4.143073 0.0 -0.1 0.1
H -2.743125 0.833004 -1.139998 0.0 -0.1 0.1
H -3.599336 1.687137 -4.858864 0.0 -0.2 0.2
H -0.027192 4.977221 4.099703 0.0 0.1 0.0
H 1.774107 -3.854407 -2.299695 0.1 0.0 -0.1
H 3.936338 -1.975201 3.584055 0.1 0.0 0.0
H 0.373714 -1.842457 -3.033494 0.1 0.1 0.0
```
Positions in Å, forces in eV/Å.

These are the Löwdin partial charges, in e, on atoms 1 to 8: O -0.0042; O 0.0754; O 0.1130; O 0.1205; O 0.0826; N 0.1418; C -0.0803; C -0.1625

# 2
Computed, not measured: the molecule C4HFN2S at a distorted geometry, with the ωB97M-V functional and the def2-TZVPD basis.

- ΔE to the lowest compared entry with this formula, charge and spin: 100.4 kcal/mol
- Highest occupied orbital energy: -8.4 eV
- DFT total energy: -760.366533 Ha
- HOMO-LUMO gap: 7.223 eV

Geometry as XYZ:
```
9
Properties=species:S:1:pos:R:3:forces:R:3
S 0.448272 -1.965563 -0.078562 0.5 1.1 0.0
F 2.930786 -2.686754 0.048538 -0.6 -0.2 0.0
N 4.155372 2.142915 -0.033269 0.0 0.0 -0.1
N 0.786845 0.775436 0.121449 -2.3 -1.8 -0.5
C -0.092409 -0.180175 -0.027470 -0.4 -1.2 0.9
C 3.132951 1.599627 -0.044637 0.9 0.3 0.3
C 2.073047 -1.689028 0.091348 0.7 1.1 -0.2
C 1.942418 0.983690 -0.063470 0.7 -0.4 0.0
H -1.107775 -0.252487 0.373367 0.4 1.1 -0.3
```
Positions in Å, forces in eV/Å.

These are the Löwdin partial charges, in e, on atoms 1 to 8: S 0.9596; F -0.0414; N 0.1786; N -0.0013; C -0.4000; C -0.2154; C -0.4589; C -0.0708

# 3
Computed, not measured: the molecule C5H4F6O2S at a distorted geometry, with the ωB97M-V functional and the def2-TZVPD basis.

- ΔE to the lowest compared entry with this formula, charge and spin: 107.0 kcal/mol
- Highest occupied orbital energy (spin up / spin down): -9.3 / -9.7 eV
- DFT total energy: -1340.591759 Ha
- HOMO-LUMO gap (spin up / spin down): 8.490 / 9.047 eV

Geometry as XYZ:
```
18
Properties=species:S:1:pos:R:3:forces:R:3
S -2.707619 0.678059 -0.120013 -1.3 -0.8 -1.2
F 0.288486 -2.275250 -1.149142 -1.3 -0.4 -1.7
F -2.764174 -1.690581 -1.231478 -0.1 -0.1 0.0
F -0.183245 -1.477617 2.052949 -0.3 0.7 0.6
F -0.298279 1.168241 1.733265 -0.7 0.4 1.6
F -3.533616 -1.932427 0.777871 -0.1 0.8 0.1
F 1.917050 -1.416809 -0.146639 1.4 0.5 0.2
O -3.237093 1.301016 1.025082 0.2 0.2 1.8
O -3.363168 0.948144 -1.362086 0.1 0.2 -0.7
C 0.704902 -1.979576 0.066451 0.2 2.6 -1.5
C -0.006996 0.465709 0.631904 -1.8 0.2 -1.6
C -2.809329 -1.180807 -0.014688 2.0 0.3 0.0
C -0.137803 -1.000463 0.798806 -1.3 -1.6 0.7
C -0.965007 0.978942 -0.493945 -0.6 -3.2 -0.3
H -0.934260 2.013413 -0.648181 0.2 1.6 -0.2
H 0.992259 0.679976 0.459205 2.1 0.5 -1.1
H -1.032410 0.427928 -1.503657 1.1 0.7 1.5
H 0.842699 -2.838366 0.590783 0.2 -2.5 1.8
```
Positions in Å, forces in eV/Å.

These are the Löwdin partial charges, in e, on atoms 1 to 8: S 0.6854; F 0.1111; F 0.0980; F 0.0955; F 0.0657; F 0.1404; F 0.0813; O -0.2516

# 4
Computed, not measured: a structure of composition C41H51Cl2GeN5O6S3SeTc at a distorted geometry, with the ωB97M-V functional and the def2-TZVPD basis.

- ΔE to the lowest compared entry with this formula, charge and spin: 47.5 kcal/mol
- Highest occupied orbital energy (spin up / spin down): -7.7 / -7.7 eV
- DFT total energy: -8991.995370 Ha
- HOMO-LUMO gap (spin up / spin down): 6.059 / 5.784 eV
- Multiplicity: 4
- Expectation value of S²: 3.786

Geometry as XYZ:
```
111
Properties=species:S:1:pos:R:3:forces:R:3
Tc 14.313709 12.994851 12.496371 0.7 4.6 2.1
Se 18.398859 14.215959 12.752637 1.2 1.4 0.9
Ge 16.302131 14.720615 16.816231 1.9 -0.9 -0.3
Cl 20.459801 7.874750 9.650601 0.3 -0.1 0.1
Cl 15.042562 7.414529 9.566791 -0.5 -0.2 0.4
S 12.806705 11.746032 11.317182 -0.9 -1.5 -0.6
S 12.255804 14.496508 12.464898 0.6 0.5 0.3
S 16.877535 19.970408 6.893614 -0.3 0.2 -0.1
O 15.238468 11.321512 12.618052 1.1 -0.7 -0.5
O 15.485662 13.908035 11.636671 -2.5 -1.7 1.1
O 17.221842 11.887507 13.610151 -2.2 -2.0 -2.8
O 14.187476 13.385764 14.203277 0.4 -1.3 -2.9
O 18.217161 14.824501 14.532738 0.0 -0.6 -0.9
O 19.792980 14.887004 12.150378 -1.4 -0.4 0.8
N 9.726212 14.238740 11.716502 0.3 -0.7 -0.6
N 18.085237 17.662139 7.348001 -1.0 0.1 -0.5
N 10.096829 11.604334 10.927842 0.4 -0.4 -0.3
N 15.755719 17.572315 6.978801 -0.7 -2.1 1.2
N 17.952458 7.341875 11.033872 0.2 -0.3 0.2
C 10.526934 8.883979 12.930330 -0.3 0.3 -0.8
C 9.193167 19.014945 10.744190 -0.8 -0.1 -0.3
C 9.023970 12.309393 10.223507 -0.4 0.2 -0.5
C 8.609204 7.971408 14.165302 -0.7 0.5 -1.7
C 15.791629 7.452830 14.677257 -0.6 -1.6 -0.9
C 16.607805 7.481358 8.841333 0.5 -0.8 1.5
C 16.062303 6.225787 14.051754 0.3 0.1 0.0
C 10.691387 17.816768 9.392667 1.3 -0.4 -2.1
C 14.422024 14.217926 17.157241 -0.6 0.6 -0.6
C 17.105246 9.950175 12.153108 0.4 0.3 -1.1
C 16.907904 15.242191 14.927761 -1.4 1.6 -0.1
C 10.572367 16.686351 10.148371 -0.6 -0.8 2.2
C 16.665450 7.343983 7.457831 -1.2 0.0 0.1
C 16.554294 11.176151 12.806809 1.0 1.3 3.9
C 16.920562 18.317784 7.097166 1.1 1.3 -0.2
C 8.949155 17.930337 11.577727 2.5 -0.7 -1.9
C 18.018190 16.315120 7.845441 0.5 -1.8 0.6
C 7.711475 8.283629 13.113823 1.0 0.8 -1.0
C 9.722531 16.770620 11.289760 -0.6 -0.7 0.2
C 17.736306 7.486656 9.691059 1.7 0.8 -3.0
C 10.934139 13.642979 11.820419 0.2 0.8 -1.0
C 8.252379 9.022132 11.992429 1.5 -0.2 1.3
C 17.146585 7.340282 12.217687 -1.9 3.1 0.1
C 18.944920 7.655133 7.462345 1.6 0.6 0.0
C 15.032521 17.710966 5.746105 0.2 -0.1 -1.6
C 9.663292 9.338024 11.898615 -0.9 -1.2 1.2
C 16.669157 8.631656 12.745079 0.6 -1.7 1.1
C 18.945732 7.664767 8.835677 -1.5 -0.5 1.5
C 10.008069 18.952525 9.623830 -1.1 1.6 0.6
C 14.925615 17.458230 8.218473 1.3 0.7 -0.1
C 17.439189 13.068820 16.897153 -0.6 0.9 1.0
C 16.709147 6.177058 12.832373 0.3 0.1 -1.1
C 9.524649 15.584337 12.260858 0.2 -0.2 -0.9
C 9.980090 8.287206 14.057771 -1.2 -0.4 0.6
C 17.795276 7.587211 6.729893 -0.8 -0.9 0.2
C 15.964193 8.632909 13.986356 1.0 0.5 -0.7
C 17.070081 16.029736 18.134356 0.7 -0.2 0.0
C 8.599280 13.554718 10.971236 -0.4 1.6 1.7
C 19.308094 18.413458 7.587647 0.9 0.4 0.8
C 10.198577 10.120769 10.714710 -0.9 1.0 -0.5
C 11.169485 12.375441 11.268221 0.2 -0.5 0.9
H 15.655485 9.582401 14.462290 0.2 -0.6 -0.5
H 15.778655 6.891050 7.005184 0.0 0.9 -0.1
H 17.248657 15.653129 7.381987 0.5 1.0 0.0
H 15.805270 5.263554 14.474110 -0.2 0.2 0.4
H 8.528007 15.528704 12.608597 -1.4 0.5 0.3
H 16.791750 10.057410 11.107616 0.1 -0.4 -0.1
H 14.141865 16.717500 8.053846 0.4 -0.5 0.2
H 14.039452 13.797246 16.216067 0.1 0.3 0.3
H 19.473635 18.494280 8.720665 -0.3 0.3 -1.4
H 19.167275 19.437324 7.102456 0.6 -1.6 0.8
H 18.194393 10.073323 12.170982 -0.1 -0.3 0.0
H 14.313299 13.390839 17.875904 0.3 0.6 0.1
H 19.899548 7.662516 6.941171 0.0 0.3 0.2
H 11.152636 15.758433 9.959543 -0.5 0.8 0.1
H 6.628206 7.975801 13.152778 1.4 0.5 -0.1
H 17.745279 7.569552 5.660683 0.3 -0.2 -0.3
H 16.817072 5.266329 12.229687 0.2 0.1 0.7
H 8.619790 19.894201 10.831050 -0.6 1.0 0.5
H 17.747413 16.369122 8.920147 0.5 -0.4 -0.3
H 14.376998 18.409720 8.281132 0.2 0.1 0.7
H 14.364859 18.581170 5.684111 0.0 0.0 0.3
H 10.097063 15.709155 13.174415 0.5 -0.1 -0.1
H 8.121155 11.688688 10.036377 0.7 0.1 0.6
H 16.848647 17.094204 17.895872 0.2 -0.8 0.2
H 18.932912 7.131875 11.193352 -0.3 0.1 0.2
H 18.186814 15.885261 18.229972 -1.1 0.3 -0.6
H 15.293380 7.375074 15.619168 -0.2 0.5 0.5
H 13.789609 15.109054 17.422998 0.5 -1.0 -0.1
H 10.035366 19.793047 8.899269 0.2 -0.6 0.8
H 18.460078 13.460948 17.018946 -0.2 -0.5 -0.5
H 17.273901 12.369300 16.070353 0.3 0.4 0.2
H 15.815619 17.883957 4.980842 -0.6 -0.1 0.2
H 9.409440 10.071305 9.938679 1.0 -1.0 -0.2
H 11.615615 8.980611 12.782677 -0.6 0.2 0.4
H 20.228594 17.854644 7.233930 -1.3 0.6 0.0
H 14.453676 16.799886 5.390074 0.7 0.8 1.0
H 8.173647 7.455125 15.012362 0.4 0.1 0.2
H 11.299021 17.890201 8.503254 0.4 -0.7 -0.1
H 10.515387 8.048146 14.963925 0.7 -0.1 -0.3
H 19.002960 15.779118 7.702242 -1.0 0.8 0.4
H 11.248060 9.878518 10.385707 -1.3 -0.1 0.2
H 16.732489 15.793441 19.148180 -0.4 0.2 -0.1
H 17.175160 12.617684 17.853083 0.1 -0.4 0.0
H 15.609890 17.275571 9.150278 -1.6 0.2 -1.8
H 16.832289 16.366632 14.847899 0.2 -0.9 -0.1
H 8.174254 14.275102 10.270230 0.3 0.1 -0.2
H 8.243545 17.960880 12.367876 -0.4 0.0 0.7
H 7.655410 9.413391 11.184826 -0.5 -0.3 -0.1
H 7.761888 13.454997 11.718466 0.9 -0.6 -0.5
H 9.326777 12.605257 9.192106 0.3 -0.2 0.6
H 16.095501 14.857871 14.283760 0.5 0.0 0.0
```
Positions in Å, forces in eV/Å.

These are the Löwdin partial charges, in e, on atoms 1 to 8: Tc 1.2518; Se 1.2154; Ge 0.8886; Cl 0.7122; Cl 0.6950; S 0.6766; S 0.7519; S 0.6562

# 5
Computed, not measured: a structure of composition C6H8CoO6 at a distorted geometry, with the ωB97M-V functional and the def2-TZVPD basis.

- ΔE to the lowest compared entry with this formula, charge and spin: 52.4 kcal/mol
- Highest occupied orbital energy (spin up / spin down): -16.7 / -16.7 eV
- DFT total energy: -2066.819022 Ha
- HOMO-LUMO gap (spin up / spin down): 5.213 / 4.141 eV
- Multiplicity: 4
- Total charge: +2
- Expectation value of S²: 3.754

Geometry as XYZ:
```
21
Properties=species:S:1:pos:R:3:forces:R:3
Co 0.269102 -4.936564 -0.645417 0.1 -0.7 0.5
O -5.108890 -1.891339 -2.279304 1.5 0.1 -2.4
O 1.280453 -3.830966 0.607473 -0.1 -1.3 -0.3
O -3.364626 -2.163848 -1.098168 0.7 -3.2 1.7
O -0.304258 -3.021532 -0.595629 -2.5 0.5 -1.0
O 1.294072 -1.643997 0.299580 -0.5 -1.6 0.5
O -3.624216 -0.251534 -2.205359 1.4 0.8 -1.6
C -2.815884 0.417953 -1.222422 -0.1 0.3 0.0
C -3.958086 -1.519615 -2.100845 -5.5 1.3 3.1
C 0.754994 -2.796426 0.173481 1.8 3.2 0.3
C -0.558019 -0.147619 -0.328081 -0.2 -0.2 0.0
C 0.886929 -0.488027 -0.499085 -0.1 1.4 -0.4
C -1.354205 0.125410 -1.368493 -0.1 -1.0 0.0
H -1.096251 -2.320571 -0.702301 1.2 -0.5 0.1
H -0.922205 -0.042258 0.698684 0.1 0.0 -0.2
H -4.183685 -2.785338 -0.851462 2.5 1.4 -0.5
H 1.160714 -0.676332 -1.544433 0.0 -0.1 0.3
H -0.978202 0.041120 -2.393390 -0.1 0.2 0.2
H -2.986349 1.484123 -1.419296 -0.1 -0.3 0.0
H -3.190582 0.170356 -0.222357 0.1 0.1 -0.2
H 1.527109 0.307475 -0.104081 0.0 -0.3 -0.1
```
Positions in Å, forces in eV/Å.

These are the Löwdin partial charges, in e, on atoms 1 to 8: Co 1.4468; O 0.1505; O 0.1215; O 0.0520; O 0.0773; O 0.1646; O 0.0672; C -0.1096

# 6
Computed, not measured: a cluster of 5 separate species, C6H20NO5 in total at a distorted geometry, with the ωB97M-V functional and the def2-TZVPD basis.

- ΔE to the lowest compared entry with this formula, charge and spin: 40.7 kcal/mol
- Highest occupied orbital energy: -12.7 eV
- DFT total energy: -671.236343 Ha
- HOMO-LUMO gap: 9.764 eV
- Total charge: +1

Geometry as XYZ:
```
32
Properties=species:S:1:pos:R:3:forces:R:3
O -2.710444 -2.131082 -0.610381 0.7 2.3 -0.4
O -0.191078 -2.382175 -2.132695 -1.2 2.3 -2.1
O 2.471508 0.797768 -1.841073 -1.8 0.5 -1.4
O 0.228219 -0.423767 3.026404 -0.2 -2.1 1.0
O 2.112584 -3.331269 -1.176731 0.0 -4.0 1.0
N 0.406371 -1.286752 0.391162 -4.1 1.4 2.7
C 0.310674 0.204912 0.711047 1.3 0.2 -0.1
C -1.344640 2.194087 0.827254 0.8 -0.8 -0.6
C 0.529843 0.385313 2.226716 -0.5 0.4 -1.8
C -1.071883 0.699602 0.402101 -3.4 -0.3 -0.8
C -0.496110 4.592858 0.088317 2.2 0.2 2.4
C -0.551398 3.089261 0.257998 1.4 -0.1 -3.7
H 0.637257 4.949878 0.294448 -2.4 -0.9 -0.8
H -0.979852 4.949870 1.004165 -0.6 0.9 -0.7
H 0.813071 1.347093 2.526570 0.8 1.9 0.4
H 1.185669 -1.399013 -0.116362 3.4 -1.2 -3.2
H -1.331838 0.667480 -0.663237 1.1 0.4 -0.4
H -0.995512 -2.905977 -2.237876 0.0 -0.2 0.2
H 2.728391 -0.068212 -2.140025 0.8 -0.8 0.1
H 0.557058 -1.840089 1.257139 -0.6 0.4 -0.2
H -3.393999 -1.551456 -0.239613 0.0 -0.6 -0.1
H 1.089632 0.797087 0.086687 -1.1 -1.3 1.1
H -0.487616 -1.571055 -0.109772 1.5 -0.2 0.3
H 0.125023 2.675952 -0.560325 -0.4 0.0 1.3
H 1.567915 -3.941099 -1.765909 0.7 1.7 0.6
H -0.813496 4.984205 -0.907443 0.0 -0.4 1.1
H -2.164777 2.522605 1.421065 -0.5 -0.3 0.7
H 2.472898 -4.096141 -0.576927 -0.4 2.4 -1.3
H -0.434115 -1.608426 -2.772340 0.9 -1.9 1.6
H -1.899384 -0.124084 0.567588 1.5 1.7 1.4
H 1.845373 1.002413 -2.596691 1.0 0.3 1.3
H -2.911526 -3.015772 -0.414073 -0.8 -1.8 0.6
```
Positions in Å, forces in eV/Å.

These are the Löwdin partial charges, in e, on atoms 1 to 8: O -0.0293; O -0.0959; O -0.0599; O 0.1257; O -0.1340; N 0.2446; C -0.2366; C -0.0767